An isolated molecule of C3H5NOS. Source: OMol25; level of theory: ωB97M-V/def2-TZVPD.

Structure (XYZ):
```
11
Properties=species:S:1:pos:R:3
C 1.3368 0.9583 -0.0381
C 0.5193 -0.3180 0.0335
S 1.3243 -1.7360 -0.1278
N -0.8331 -0.1350 0.0199
C -1.8991 -0.9412 0.1133
O -3.0972 -0.5837 -0.2208
H 0.6256 1.7547 -0.1669
H 2.2505 0.8776 -0.7646
H 2.1713 1.2516 0.8722
H -0.7964 0.9182 -0.5106
H -1.6019 -2.0464 0.7900
```

ΔE to the lowest compared entry with this formula, charge and spin = 74.1 kcal/mol
SMILES = CC(=S)NC=O
Calculated total energy = -645.39361 hartree
E_HOMO = -9.0364 eV
Frontier orbital gap = 0.305 Eh

Löwdin population analysis, charges in e, atoms 1 to 2: C -0.148; C -0.904

A structure of composition C3H5NOS. Source: OMol25; level of theory: ωB97M-V/def2-TZVPD.

Structure (XYZ):
```
11
Properties=species:S:1:pos:R:3
C -0.3047 -1.5275 -0.0721
C -0.2019 -0.2621 -0.0959
C -1.0309 0.9846 0.0260
N 1.6340 0.3638 0.0985
O 1.7555 1.6024 -0.0134
S 2.7135 -0.7971 0.0149
H 0.5476 -2.1168 -0.0106
H -1.3641 -1.9652 0.0066
H -1.1352 1.1699 1.1512
H -1.9366 0.7700 -0.5223
H -0.6772 1.7780 -0.5828
```

ΔE to the lowest compared entry with this formula, charge and spin = 117.7 kcal/mol
Calculated total energy = -645.32411 hartree
E_HOMO (alpha / beta) = -8.9954 / -8.9953 eV
Frontier orbital gap (alpha / beta) = 0.308 / 0.308 Eh

Löwdin population analysis, charges in e, atoms 1 to 2: C -0.012; C -0.198

A structure of composition C3H5NOS. Source: OMol25; level of theory: ωB97M-V/def2-TZVPD.

Structure (XYZ):
```
11
Properties=species:S:1:pos:R:3
C 0.9215 -1.1031 0.5175
C 0.3236 1.7452 -0.2179
C -0.4234 -1.0739 0.0798
N 2.0174 -1.0044 0.8501
O -0.9485 -2.2800 -0.3016
S -0.4955 0.4199 -1.1063
H 0.1713 2.4996 -0.9869
H 1.3218 1.6501 -0.0978
H -0.0707 2.0802 0.7237
H -1.0631 -0.7144 1.2968
H -1.7544 -2.2192 -0.7572
```

ΔE to the lowest compared entry with this formula, charge and spin = 65.8 kcal/mol
Calculated total energy = -645.40678 hartree
E_HOMO = -9.4229 eV
Frontier orbital gap = 0.358 Eh

Löwdin population analysis, charges in e, atoms 1 to 2: C -0.308; C -0.406

A structure of composition C3H5NOS. Source: OMol25; level of theory: ωB97M-V/def2-TZVPD.

Structure (XYZ):
```
11
Properties=species:S:1:pos:R:3
C 0.9481 -0.4683 -0.8912
C -0.9334 0.6131 0.3261
C -0.4850 -0.3013 1.4531
H 1.9145 0.6864 -0.2923
H 1.1886 -1.6974 -0.2898
H 1.1961 -0.4173 -2.0664
H -1.1557 0.7891 -1.6526
H -0.4363 -0.1196 2.7529
N -0.6358 0.2614 -1.0201
O 0.1382 -1.3536 1.0976
S -1.7392 2.0076 0.5827
```

ΔE to the lowest compared entry with this formula, charge and spin = 180.3 kcal/mol
Calculated total energy = -645.22439 hartree
E_HOMO = -8.9299 eV
Frontier orbital gap = 0.281 Eh

Löwdin population analysis, charges in e, atoms 1 to 2: C -0.078; C -0.891

An isolated molecule of C3H5NOS. Source: OMol25; level of theory: ωB97M-V/def2-TZVPD.

Structure (XYZ):
```
11
Properties=species:S:1:pos:R:3
O 0.4357 1.1755 1.2962
C 0.5014 -0.0145 0.5195
C 0.3824 0.3135 -0.9684
N -0.8034 -0.7056 -0.9259
C -0.8292 -0.7379 0.4364
S -2.0015 -1.3787 1.4387
H 1.2992 1.3349 1.6329
H 1.2829 -0.7248 0.8226
H 1.1666 0.1241 -1.6363
H 0.1837 1.3845 -1.1249
H -1.6178 -0.7710 -1.4909
```

ΔE to the lowest compared entry with this formula, charge and spin = 44.2 kcal/mol
SMILES = O[C@@H]1CNC1=S
Calculated total energy = -645.44121 hartree
E_HOMO = -8.4319 eV
Frontier orbital gap = 0.323 Eh

Löwdin population analysis, charges in e, atoms 1 to 2: O -0.004; C -0.350

An isolated molecule of C3H5NOS. Source: OMol25; level of theory: ωB97M-V/def2-TZVPD.

Structure (XYZ):
```
11
Properties=species:S:1:pos:R:3
C 2.5248 0.3757 -0.5883
C 1.4257 0.2210 -0.1493
C -1.0192 -1.1858 0.5910
N -0.7167 1.0670 -1.3004
O -0.6489 1.4301 1.1670
S -0.3674 0.5213 0.0996
H 3.6245 0.2387 -0.7403
H -0.5538 -1.8480 -0.1454
H -0.6834 -1.3974 1.6589
H -2.1270 -1.2591 0.6272
H -1.4586 1.8366 -1.2201
```

Multiplicity = 3
ΔE to the lowest compared entry with this formula, charge and spin = 134.6 kcal/mol
Calculated total energy = -645.12854 hartree
E_HOMO (alpha / beta) = -4.4321 / -10.0994 eV
⟨S²⟩ = 2.012
Frontier orbital gap (alpha / beta) = 0.182 / 0.242 Eh

Löwdin population analysis, charges in e, atoms 1 to 2: C -0.015; C -0.323

An isolated molecule of C3H5NOS2. Source: OMol25; level of theory: ωB97M-V/def2-TZVPD.

Structure (XYZ):
```
12
Properties=species:S:1:pos:R:3
C 1.8982 1.5806 0.0163
S 0.2395 1.2278 -0.1851
C 0.1419 -0.4881 0.3440
S 1.3972 -1.7505 0.7605
N -1.0375 -1.1587 0.3140
C -2.2865 -0.8393 -0.5364
O -3.3500 -1.5410 -0.4569
H 2.1210 1.8101 1.1435
H 2.4438 0.6557 -0.3086
H 1.9111 2.5173 -0.5589
H -1.1597 -2.0681 0.5045
H -2.3189 0.0542 -1.0368
```

ΔE to the lowest compared entry with this formula, charge and spin = 53.8 kcal/mol
SMILES = CSC(=S)NC=O
Calculated total energy = -1043.60343 hartree
E_HOMO = -8.7184 eV
Frontier orbital gap = 0.292 Eh

Löwdin population analysis, charges in e, atoms 1 to 2: C -0.480; S 0.855

An isolated molecule of C3H5NOS2. Source: OMol25; level of theory: ωB97M-V/def2-TZVPD.

Structure (XYZ):
```
12
Properties=species:S:1:pos:R:3
C -1.6154 2.0160 0.5851
N -0.6122 2.2817 -0.1777
S 0.8081 1.3250 -0.1892
C 0.3464 -0.3296 0.3749
O -0.7111 -0.5542 0.9725
C 1.2817 -1.5135 0.0131
S 0.7490 -2.2803 -1.7034
H -2.6913 2.7050 0.3286
H -1.9388 1.2154 1.1770
H 0.9556 -2.3728 0.6664
H 2.5546 -1.3970 0.2733
H 0.8734 -1.0957 -2.3207
```

ΔE to the lowest compared entry with this formula, charge and spin = 72.6 kcal/mol
SMILES = C=NSC(=O)CS
Calculated total energy = -1043.57358 hartree
E_HOMO = -9.4651 eV
Frontier orbital gap = 0.352 Eh

Löwdin population analysis, charges in e, atoms 1 to 2: C -0.136; N -0.364

An isolated molecule of C3H5NOS2. Source: OMol25; level of theory: ωB97M-V/def2-TZVPD.

Structure (XYZ):
```
12
Properties=species:S:1:pos:R:3
N 1.5499 1.0231 -0.0845
C 1.4373 -0.2870 0.1334
S 2.8324 -1.2294 -0.1150
O 0.2491 -0.8311 0.4221
C -0.8448 0.0923 -0.0263
C -2.0590 -0.8916 -0.0951
S -3.6463 -0.5961 -0.0635
H 0.9695 1.6861 0.5946
H 2.4182 1.4225 -0.5488
H -0.4561 0.6375 -0.9037
H -0.7780 0.9714 0.7023
H -1.6723 -1.9976 -0.0153
```

ΔE to the lowest compared entry with this formula, charge and spin = 57.0 kcal/mol
SMILES = NC(=S)OCC=S
Calculated total energy = -1043.59837 hartree
E_HOMO = -8.3724 eV
Frontier orbital gap = 0.275 Eh

Löwdin population analysis, charges in e, atoms 1 to 2: N 0.016; C -0.982

An isolated molecule of C3H5NOS2. Source: OMol25; level of theory: ωB97M-V/def2-TZVPD.

Structure (XYZ):
```
12
Properties=species:S:1:pos:R:3
C -2.0129 -1.1055 0.0018
S -1.4983 0.6198 -0.0028
C 0.2653 0.4214 0.0004
C 0.9603 1.7488 0.0026
O 2.1692 1.8889 -0.0052
N 0.7752 -0.7491 -0.0034
S 2.4015 -1.1772 0.0000
H -1.6283 -1.6110 -0.8681
H -3.0959 -1.1312 -0.0091
H -1.6395 -1.6083 0.8675
H 0.2939 2.6605 0.0197
H 3.0095 0.0428 -0.0034
```

ΔE to the lowest compared entry with this formula, charge and spin = 33.2 kcal/mol
SMILES = CS/C(C=O)=N/S
Calculated total energy = -1043.63625 hartree
E_HOMO = -8.5428 eV
Frontier orbital gap = 0.293 Eh

Löwdin population analysis, charges in e, atoms 1 to 2: C -0.397; S 0.887

A structure of composition C3H5NOSi. Source: OMol25; level of theory: ωB97M-V/def2-TZVPD.

Structure (XYZ):
```
11
Properties=species:S:1:pos:R:3
C 2.2252 -0.6769 -0.2689
C 2.2001 0.4898 0.3900
C 0.0903 -0.3643 -0.1303
N 0.9688 -1.0833 -0.5503
O 1.0441 1.0205 0.5651
Si -1.7617 0.0714 0.0176
H 3.1468 -1.1694 -0.4452
H 2.9771 1.0644 0.8533
H -1.7869 0.8273 1.2182
H -2.1629 -1.4530 -0.0057
H -2.6068 0.8541 -1.0498
```

ΔE to the lowest compared entry with this formula, charge and spin = 17.3 kcal/mol
Calculated total energy = -536.70178 hartree
E_HOMO = -8.7854 eV
Frontier orbital gap = 0.343 Eh

Löwdin population analysis, charges in e, atoms 1 to 2: C -0.156; C -0.250

A cluster of 2 separate species, C3H5NOSi in total. Source: OMol25; level of theory: ωB97M-V/def2-TZVPD.

Structure (XYZ):
```
11
Properties=species:S:1:pos:R:3
C -0.4095 0.7555 0.1985
C -1.6524 0.6643 -0.3416
C -0.9831 -1.2689 0.2298
N 0.0025 -0.4954 0.5526
O -2.0149 -0.6358 -0.3215
Si 2.6697 -0.5402 -0.2146
H 0.2081 1.6109 0.3634
H -2.3425 1.3740 -0.7465
H 2.5657 0.6633 -1.1004
H -1.0135 -2.3326 0.3473
H 2.9699 0.2050 1.0332
```

Multiplicity = 3
Calculated total energy = -536.62663 hartree
E_HOMO (alpha / beta) = -6.1304 / -9.7627 eV
⟨S²⟩ = 2.002
Frontier orbital gap (alpha / beta) = 0.258 / 0.299 Eh

Löwdin population analysis, charges in e, atoms 1 to 2: C -0.164; C -0.091

Which of these has the highest calculated total energy?
number 12